Record 1
A cluster of 2 separate species, C6H16N2O in total in a non-equilibrium geometry. Source: the Open Molecules 2025 dataset; level of theory: ωB97M-V/def2-TZVPD.

As for the total energy: -11506.2501 eV. The frontier orbital gap is 8.174 eV. The calculation puts the HOMO energy at -7.7 eV. The LUMO energy is 0.5 eV. The calculation puts the energy relative to the best compared isomer or geometry (same formula, charge and spin) at 87.7 kcal per mole. Its total charge is 0.

The geometry in XYZ format:
```
25
Properties=species:S:1:pos:R:3:forces:R:3:mulliken_charge:R:1
C -0.445 0.469 -1.573 1.2 0.3 0.0 0.71
C -0.162 -0.411 -2.741 0.1 -0.1 0.1 -1.39
C -0.021 1.900 -1.593 0.1 0.0 -0.1 -1.36
N 1.147 -0.163 -0.313 -1.6 0.1 0.2 -0.52
H -1.441 0.342 -1.179 0.3 -0.3 0.5 0.36
H 1.632 -0.921 -0.783 -0.1 -0.2 0.0 0.28
H 1.841 0.492 0.042 -0.1 0.2 -0.2 0.26
H -0.853 -0.139 -3.550 0.0 0.0 0.1 0.39
H 0.978 2.033 -2.011 -0.1 0.0 0.0 0.31
H 0.861 -0.301 -3.102 0.0 0.0 -0.1 0.32
H -0.355 -1.448 -2.473 0.0 0.0 0.0 0.37
H -0.748 2.453 -2.203 0.1 0.0 0.0 0.41
H -0.055 2.308 -0.583 0.0 0.0 0.0 0.34
C -1.329 0.523 2.375 0.1 0.0 0.0 -0.94
C 0.886 -1.816 1.623 0.2 0.3 -0.3 -1.58
N -0.059 0.502 1.661 0.1 0.2 -0.4 -0.38
C 0.175 -0.699 0.821 -0.5 -0.5 -0.5 1.01
O -0.885 -1.124 0.179 0.3 -0.1 0.6 -0.89
H 0.713 0.652 2.301 -0.1 -0.1 0.0 0.25
H -1.492 1.528 2.772 0.0 -0.1 0.1 0.31
H -1.387 -0.195 3.205 0.0 0.0 -0.1 0.30
H -2.135 0.305 1.677 0.1 -0.1 0.0 0.31
H 1.808 -1.468 2.097 0.0 0.0 0.0 0.34
H 1.118 -2.647 0.956 0.0 0.0 0.0 0.40
H 0.205 -2.177 2.395 0.0 0.1 -0.1 0.37
```
Positions in Å, forces in eV/Å.

***

Record 2
The molecule C2H6N6 in a non-equilibrium geometry. Source: the Open Molecules 2025 dataset; level of theory: ωB97M-V/def2-TZVPD.

As for the total energy: -11106.2896 eV. The SMILES is N/N=c1/cn[nH]n1N. The frontier orbital gap is 7.684 eV. The calculation puts the HOMO energy at -7.4 eV. The LUMO energy is 0.3 eV. The calculation puts the energy relative to the best compared isomer or geometry (same formula, charge and spin) at 92.4 kcal per mole. Its total charge is 0.

The geometry in XYZ format:
```
14
Properties=species:S:1:pos:R:3:forces:R:3:mulliken_charge:R:1
N -2.236 0.407 0.470 -0.3 -2.7 -2.1 -0.41
N -1.192 1.111 0.934 4.1 -0.9 -0.9 -0.51
C -0.016 0.725 0.433 0.3 0.6 0.4 0.33
C 1.304 1.347 0.479 1.9 0.5 -2.0 -0.20
N 2.245 0.791 -0.330 -2.0 3.6 4.5 -0.52
N 1.808 -0.405 -0.630 -2.4 -2.1 -4.6 -0.14
N 0.299 -0.301 -0.495 -0.8 1.1 0.5 0.10
N -0.447 -1.436 -0.360 2.6 -3.5 -0.2 -0.60
H -2.937 0.313 1.172 -0.5 0.1 0.3 0.24
H -1.966 -0.552 -0.038 -0.9 2.6 1.7 0.41
H 1.489 2.319 0.875 0.2 0.4 0.4 0.44
H 1.903 -0.431 -1.745 0.0 -0.5 2.8 0.32
H -0.204 -1.842 -1.341 -1.0 -0.7 2.7 0.27
H -0.050 -2.046 0.577 -1.3 1.5 -3.5 0.28
```
Positions in Å, forces in eV/Å.

***

Record 3
The molecule C8H7ClN2S2 in a non-equilibrium geometry. Source: the Open Molecules 2025 dataset; level of theory: ωB97M-V/def2-TZVPD.

As for the total energy: -45581.6403 eV. The SMILES is S=c1[nH]ccn1Cc1ccc(Cl)s1. The frontier orbital gap is 8.403 eV. The calculation puts the HOMO energy at -7.9 eV. The LUMO energy is 0.5 eV. The calculation puts the energy relative to the best compared isomer or geometry (same formula, charge and spin) at 0.0 kcal per mole. Its total charge is 0.

The geometry in XYZ format:
```
20
Properties=species:S:1:pos:R:3:forces:R:3:mulliken_charge:R:1
S -2.494 -2.438 0.745 0.3 0.4 0.2 -0.39
C -0.822 -2.495 0.637 -0.9 -1.6 -0.3 0.16
N -0.154 -3.532 0.033 -0.2 -0.7 -1.5 -0.13
C 1.182 -3.234 -0.137 1.4 -1.6 0.4 -0.42
C 1.406 -2.082 0.499 -0.9 0.2 0.7 -0.33
N 0.150 -1.699 1.076 1.6 2.4 -0.2 0.27
C -0.072 -0.314 1.621 0.2 -0.3 -0.9 -1.36
C -0.094 0.751 0.528 0.4 -2.1 2.2 0.82
C -1.122 1.018 -0.268 -1.5 -1.1 0.3 -0.62
C -0.852 2.047 -1.094 0.6 3.8 -4.4 -0.29
C 0.431 2.663 -0.934 -3.3 -3.7 1.1 0.24
Cl 1.169 3.836 -1.790 0.9 1.8 -1.3 -0.20
S 1.241 1.731 0.248 0.9 0.7 0.4 -0.21
H -0.579 -4.153 -0.663 -0.3 0.5 1.0 0.28
H 1.902 -4.066 -0.419 -1.0 1.6 0.0 0.30
H 2.312 -1.534 0.664 0.1 0.1 0.2 0.40
H 0.834 -0.030 2.164 -0.5 -0.6 0.8 0.41
H -1.036 -0.357 2.194 1.1 0.2 -0.3 0.42
H -2.039 0.450 -0.267 -0.1 0.0 0.1 0.38
H -1.542 2.270 -1.997 1.3 0.1 1.8 0.25
```
Positions in Å, forces in eV/Å.

***

Record 4
A structure of composition C36H69I2NO7PSi4TeTl. Source: the Open Molecules 2025 dataset; level of theory: ωB97M-V/def2-TZVPD.

As for the total energy: -123270.5775 eV. The frontier orbital gap is 5.525 eV. The calculation puts the HOMO energy at -2.8 eV. The LUMO energy is 2.7 eV. The calculation puts the energy relative to the best compared isomer or geometry (same formula, charge and spin) at 27.8 kcal per mole. Its total charge is -2.

The geometry in XYZ format:
```
122
Properties=species:S:1:pos:R:3:forces:R:3:mulliken_charge:R:1
Tl 0.128 0.365 -1.007 0.3 0.0 -0.3 0.76
O 4.406 -5.420 0.314 0.0 0.0 0.0 -0.69
C 4.666 -4.602 -0.597 0.1 -0.1 0.1 0.32
O 5.632 -4.540 -1.374 0.0 0.0 0.0 -0.74
C 3.604 -3.495 -0.764 -0.1 0.0 0.0 0.49
C 2.293 -3.736 -0.366 0.0 0.0 0.0 -0.70
C 1.356 -2.732 -0.465 0.0 0.0 0.0 -0.59
N 1.652 -1.525 -0.954 -0.1 -0.1 -0.1 0.40
C 2.893 -1.291 -1.400 0.0 0.0 0.1 0.59
C 3.892 -2.249 -1.308 0.0 0.0 0.0 -0.87
C 3.142 0.058 -2.079 0.0 0.0 0.0 0.06
O 4.292 0.415 -2.263 0.0 0.0 0.0 -0.74
O 2.068 0.674 -2.440 -0.1 0.1 -0.1 -0.84
H 2.043 -4.709 0.033 0.0 0.0 0.0 0.49
H 0.332 -2.879 -0.143 0.0 0.0 0.0 0.57
H 4.885 -2.020 -1.666 0.0 0.0 0.0 0.61
O 0.533 -0.974 -3.891 0.4 0.0 -0.2 -0.34
H 0.861 -1.776 -3.466 -0.1 0.0 0.1 0.17
H 1.204 -0.306 -3.627 -0.1 0.0 0.1 0.20
I 1.124 2.731 0.176 -0.2 -0.2 0.0 -0.16
I 2.066 5.311 1.530 0.0 0.1 0.1 -0.62
O -4.536 0.795 0.298 0.0 0.0 0.0 -0.33
C -3.651 0.119 0.494 -0.2 0.0 0.3 0.11
C -2.793 2.572 2.513 0.1 0.0 0.0 -0.77
O -1.857 2.003 1.612 -0.3 0.1 0.3 -0.10
H -2.594 3.634 2.681 0.0 0.0 0.0 0.31
H -2.789 2.058 3.483 0.0 0.0 0.0 0.22
H -3.785 2.473 2.077 0.0 0.0 0.0 0.24
H -0.981 2.331 1.855 0.1 0.0 -0.3 -0.05
C -2.559 -4.552 -3.989 0.1 0.0 0.0 -0.83
Si -3.879 -3.266 -4.338 -0.1 -0.1 0.0 0.33
C -4.725 -3.748 -5.955 0.0 0.1 -0.1 -1.12
C -5.181 -3.412 -2.981 0.0 0.1 0.1 -0.99
Si -2.921 -1.126 -4.371 0.2 0.0 -0.1 0.01
Te -2.214 -1.075 -1.960 0.2 0.0 0.0 -0.37
Si -1.483 -0.963 -6.231 0.1 0.1 0.1 1.15
C -2.598 -1.028 -7.758 -0.1 0.0 0.0 -1.13
C -0.297 -2.396 -6.442 0.0 -0.2 0.0 -1.02
C -0.595 0.682 -6.294 0.0 0.1 0.1 -1.01
Si -4.610 0.487 -4.463 -0.1 0.1 -0.1 0.62
C -5.780 0.312 -3.010 0.0 -0.1 0.1 -0.53
C -5.685 0.371 -6.012 0.0 -0.1 -0.1 -1.18
C -3.885 2.218 -4.411 0.1 0.0 0.0 -1.08
H -3.022 -5.525 -3.801 0.0 0.0 0.0 0.40
H -1.976 -4.273 -3.109 0.0 0.0 0.0 0.08
H -1.862 -4.659 -4.823 0.0 0.0 0.0 0.26
H -5.167 -4.744 -5.861 0.0 0.0 0.0 0.38
H -4.018 -3.768 -6.787 0.0 0.0 0.0 0.25
H -5.520 -3.045 -6.218 0.0 0.0 0.0 0.26
H -5.249 -4.450 -2.642 0.0 0.0 0.0 0.36
H -6.167 -3.102 -3.337 0.0 0.0 0.0 0.31
H -4.930 -2.794 -2.116 0.0 0.0 0.0 0.21
H -3.155 -1.965 -7.815 0.0 0.0 0.0 0.20
H -1.983 -0.944 -8.659 0.0 0.0 0.0 0.38
H -3.325 -0.215 -7.771 0.0 0.0 0.0 0.21
H -0.827 -3.350 -6.488 0.0 0.0 -0.1 0.26
H 0.422 -2.436 -5.629 0.0 0.0 -0.1 0.14
H 0.253 -2.267 -7.380 0.0 0.0 0.0 0.38
H -1.303 1.514 -6.335 0.0 0.0 0.0 0.27
H 0.043 0.731 -7.182 0.0 0.0 0.0 0.37
H 0.034 0.813 -5.416 0.0 0.0 0.0 0.13
H -6.262 -0.668 -2.993 0.0 0.0 0.0 0.23
H -6.559 1.079 -3.068 0.0 0.0 0.0 0.40
H -5.249 0.432 -2.065 0.0 0.0 0.0 -0.17
H -6.182 -0.600 -6.082 0.0 0.0 0.0 0.26
H -5.111 0.509 -6.929 0.0 0.0 0.0 0.32
H -6.456 1.146 -5.978 0.0 0.0 0.0 0.39
H -3.209 2.329 -3.560 0.0 0.0 0.0 0.23
H -4.683 2.959 -4.310 0.0 0.0 0.0 0.39
H -3.317 2.446 -5.315 0.0 0.0 0.0 0.31
C 2.474 -4.921 4.818 0.0 0.0 0.0 -0.79
C 1.351 -5.438 3.903 0.0 0.0 0.0 -1.03
C 0.846 -4.344 2.952 0.0 0.0 0.1 -0.05
C 0.829 -2.985 3.660 0.1 0.0 -0.1 0.46
C 2.294 -2.571 3.944 0.0 0.0 0.0 -1.12
C 3.223 -3.780 4.138 0.0 0.0 0.0 -0.80
P 0.031 -1.663 2.635 -0.2 0.1 0.1 0.69
C -1.784 -2.079 2.639 0.0 -0.2 0.0 0.50
C -2.441 -2.603 3.943 0.0 -0.1 -0.1 -0.86
C -2.920 -4.048 3.803 0.0 0.0 0.0 -0.60
C -3.955 -4.205 2.681 0.0 0.0 0.0 -1.03
C -3.629 -3.306 1.472 0.0 -0.1 0.0 -0.36
C -2.142 -2.973 1.436 -0.1 0.2 0.0 0.93
C 0.026 -0.165 3.749 0.1 0.0 0.0 2.00
C -0.266 -0.359 5.253 0.0 0.0 0.0 -0.68
C 0.315 0.780 6.108 -0.1 0.0 0.0 -0.94
C 0.210 2.104 5.361 0.1 0.0 0.0 -0.56
C 1.135 2.087 4.134 -0.1 0.0 0.0 -0.50
C 1.302 0.671 3.563 0.0 0.0 0.0 -0.63
H 3.159 -5.735 5.067 0.0 0.0 0.0 0.46
H 2.053 -4.558 5.762 0.0 0.0 0.0 0.33
H 0.519 -5.809 4.510 0.0 0.0 0.0 0.29
H 1.718 -6.278 3.309 0.0 0.0 0.0 0.53
H -0.140 -4.616 2.579 0.0 0.0 0.0 -0.24
H 1.506 -4.274 2.087 0.0 0.0 0.0 -0.35
H 0.288 -3.104 4.605 0.0 0.0 0.0 0.68
H 2.325 -1.935 4.834 0.0 0.0 0.0 0.12
H 2.667 -1.969 3.109 0.0 0.0 0.0 0.35
H 4.090 -3.483 4.732 0.0 0.0 0.0 0.48
H 3.607 -4.123 3.173 0.0 0.0 0.0 0.23
H -2.224 -1.106 2.395 0.0 0.0 0.1 -0.15
H -3.301 -1.971 4.194 0.0 0.0 0.0 0.34
H -1.756 -2.537 4.788 0.0 0.0 0.0 0.40
H -3.344 -4.390 4.752 0.0 0.0 0.0 0.52
H -2.056 -4.688 3.604 0.0 0.0 0.0 -0.02
H -4.950 -3.963 3.065 0.0 0.0 0.0 0.36
H -3.986 -5.252 2.367 0.0 0.0 0.0 0.38
H -4.187 -2.367 1.541 0.0 0.0 0.0 0.13
H -3.938 -3.785 0.540 0.0 0.0 0.0 0.23
H -1.891 -2.433 0.521 0.0 -0.1 0.0 -1.40
H -1.565 -3.900 1.421 0.0 0.0 0.0 0.33
H -0.794 0.416 3.309 0.0 0.0 0.0 -0.88
H 0.135 -1.311 5.610 0.0 0.0 0.0 -0.06
H -1.348 -0.391 5.407 0.0 -0.1 0.0 0.29
H 1.366 0.581 6.339 0.0 0.0 0.0 0.30
H -0.216 0.823 7.064 0.0 0.0 0.0 0.55
H 0.460 2.946 6.010 0.0 0.0 0.0 0.46
H -0.832 2.247 5.050 0.0 0.0 0.0 0.09
H 2.115 2.485 4.407 0.0 0.0 0.0 0.43
H 0.752 2.761 3.364 0.0 0.0 0.0 -0.06
H 2.142 0.168 4.047 0.0 0.0 0.0 0.33
H 1.555 0.734 2.503 0.0 0.0 0.0 -0.14
```
Positions in Å, forces in eV/Å.

***

Q: frontier orbital gap of number 3 (C8H7ClN2S2)?
A: 8.403 eV